Formula: C5H6N2S
Source: the OMol25 dataset
Level of theory: ωB97M-V/def2-TZVPD

Last column: natural (NBO) charge in e.
Element x y z (Å)
C 0.63707 -3.25249 0.66344  0.190
S -1.09937 -1.92189 2.04412  0.568
H -1.40755 1.10810 0.18124  0.178
N 0.73598 -4.22915 0.07234  -0.285
C -1.38942 -0.22334 1.82858  -0.479
H 1.14343 -1.31796 1.35131  0.284
C -0.86206 0.35330 0.60528  0.035
C 0.48038 0.49831 -1.29382  -0.445
H 0.89669 -0.39712 -1.83041  0.219
H -0.50120 0.86774 -1.70467  0.181
H 1.34912 1.20703 -1.23973  0.216
H -2.02172 0.15125 2.55451  0.228
C 0.39870 -2.06308 1.23696  -0.466
N 0.19128 -0.09410 0.01298  -0.423

Atomic forces in eV per Å
0.35 -1.51 -1.15
0.81 1.56 -0.48
-1.51 2.20 -0.97
0.32 -1.25 -0.50
1.83 -2.37 -1.90
0.35 0.01 0.27
1.07 -2.28 2.35
0.03 -1.53 -0.08
-0.65 1.07 -0.33
1.43 0.07 -0.34
-1.14 -0.25 0.04
-1.35 1.21 0.79
-1.52 1.50 2.24
-0.01 1.58 0.06

Calculated values
Lowest unoccupied orbital energy (alpha / beta), eV: -1.09 / -0.95
Relative energy (zero: lowest compared OMol25 entry of this formula, charge and spin), kJ/mol: 427.5
Kohn-Sham gap (alpha / beta), eV: 6.93 / 7.20
Total energy, eV: -19093.5798